Record 1
This record from the OMol25 dataset describes a cluster of 10 separate species, C66H146N6O10 in total at a distorted geometry. The level of theory is the ωB97M-V functional and the def2-TZVPD basis.

Results
Energy relative to the best compared isomer or geometry (same formula, charge and spin): 8.057 eV
Gap between HOMO and LUMO: 8.330 eV
SMILES: CC1(C)CCCC(C)(C)N1O.CC1(C)CCCC(C)(C)N1O.CC1(C)CCCC(C)(C)N1O.CC1(C)CCCC(C)(C)N1O.CC1(C)CCCC(C)(C)N1O.CC1(C)CCCC(C)(C)N1O.CC(C)O.CC(C)O.CC(C)O.CC(C)O
Highest occupied orbital energy: -7.98 eV

Structure (ORCA input):
```
! RIJCOSX wB97M-V def2-TZVPD def2/J DEFGRID3
* xyz 0 1
C -2.94039 7.73535 -9.40662
C -2.48350 6.33407 -8.85628
C -1.08380 5.92678 -9.52411
C -2.36786 6.53542 -7.31800
C -2.51961 5.27416 -6.53304
C -3.68691 4.41942 -6.91058
C -3.78459 4.09531 -8.43898
C -2.75252 2.95408 -8.75604
C -5.17293 3.40195 -8.53546
N -3.57734 5.32938 -9.22789
O -3.79716 5.01878 -10.53296
H -3.16304 7.58445 -10.46291
H -3.74892 8.19062 -8.83470
H -2.11706 8.44952 -9.42041
H -0.46194 6.80136 -9.71517
H -0.73207 5.24793 -8.74722
H -1.02758 5.36054 -10.45379
H -1.33815 6.78538 -7.06246
H -2.88410 7.38922 -6.87911
H -1.55824 4.76528 -6.60314
H -2.53769 5.58379 -5.48810
H -4.54233 4.99253 -6.55299
H -3.65498 3.52262 -6.29184
H -2.62335 2.35018 -7.85786
H -1.83121 3.47543 -9.01584
H -2.91461 2.36360 -9.65778
H -5.35436 3.20507 -9.59206
H -5.94592 4.11630 -8.25214
H -5.33070 2.41671 -8.09670
H -4.45442 5.66538 -10.80035
C 9.29180 8.37474 -3.56327
C 7.91351 7.74003 -3.50528
C 7.13976 8.15546 -2.26832
C 7.10049 8.33022 -4.70716
C 5.80806 7.52700 -5.03186
C 6.10492 6.01728 -5.10962
C 6.85280 5.39567 -3.88702
C 5.84047 5.19428 -2.70357
C 7.32710 3.98358 -4.48115
N 8.03950 6.26919 -3.65790
O 8.99277 5.75342 -2.81596
H 9.93755 8.04712 -4.37800
H 9.25433 9.46392 -3.54340
H 9.85227 8.10315 -2.66873
H 6.06611 8.26903 -2.41830
H 7.33014 7.44721 -1.46195
H 7.52843 9.09341 -1.87172
H 6.71695 9.33602 -4.53585
H 7.71484 8.41446 -5.60358
H 5.06391 7.80300 -4.28477
H 5.43332 7.88431 -5.99102
H 6.65305 5.96259 -6.05018
H 5.17303 5.46081 -5.20968
H 5.20151 4.32849 -2.87749
H 5.21639 6.07320 -2.54189
H 6.28770 5.06264 -1.71831
H 7.79600 3.55926 -3.59336
H 7.93591 4.13417 -5.37265
H 6.46118 3.35627 -4.69277
H 9.77517 5.89301 -3.35443
C 0.79247 -9.83392 6.23059
C -0.08958 -8.89159 7.04762
C -1.12874 -9.59390 7.96567
C 0.99896 -8.21451 7.99646
C 0.53337 -6.94943 8.69383
C -0.07841 -5.96113 7.65699
C -1.18985 -6.51641 6.75100
C -2.48001 -6.63400 7.47903
C -1.26992 -5.49947 5.59716
N -0.69370 -7.85970 6.14527
O -1.55750 -8.40300 5.18986
H 1.57092 -9.28190 5.70389
H 1.02058 -10.73239 6.80399
H 0.33483 -10.26571 5.34054
H -0.86540 -10.58002 8.34817
H -1.34107 -9.00941 8.86090
H -2.07549 -9.82958 7.47965
H 1.37299 -8.88775 8.76780
H 1.90217 -7.92357 7.46011
H -0.05732 -7.29811 9.54093
H 1.39358 -6.40968 9.08981
H 0.69365 -5.47530 7.06035
H -0.62079 -5.18917 8.20289
H -3.31533 -6.92313 6.84129
H -2.87975 -5.71240 7.90207
H -2.30684 -7.21601 8.38422
H -2.01445 -5.91911 4.92065
H -0.32669 -5.28016 5.09687
H -1.63728 -4.55181 5.99102
H -2.37169 -8.43890 5.69719
C 7.50511 3.71651 5.28565
C 8.29014 2.50844 5.87096
C 9.36715 2.94745 6.84110
C 7.22888 1.75733 6.71257
C 7.53276 0.22260 7.00891
C 7.89578 -0.54189 5.77124
C 8.88412 0.27797 4.87628
C 10.28867 0.01996 5.61304
C 8.82435 -0.36283 3.47817
N 8.67272 1.71587 4.69802
O 9.72112 2.27109 3.95169
H 8.09310 4.27614 4.55818
H 6.62196 3.57546 4.66255
H 7.27261 4.36726 6.12860
H 9.75673 2.10447 7.41181
H 10.23193 3.46031 6.42013
H 8.99915 3.58668 7.64363
H 7.10390 2.29931 7.64997
H 6.30117 1.70226 6.14299
H 8.34589 0.17763 7.73341
H 6.60152 -0.15462 7.43150
H 6.92090 -0.67968 5.30357
H 8.38732 -1.48663 6.00355
H 11.01241 0.74943 5.24950
H 10.65760 -0.94440 5.26377
H 10.29652 0.04630 6.70269
H 9.61348 0.01875 2.83027
H 7.84305 -0.28257 3.01050
H 8.97501 -1.44134 3.52525
H 9.42124 2.16532 3.04588
C -8.52594 -3.70090 -2.58243
C -8.20484 -5.17834 -2.44741
C -7.13629 -5.47454 -3.58518
C -7.57173 -5.47991 -1.10018
C -7.47298 -6.94521 -0.73080
C -8.89324 -7.57544 -0.80179
C -9.55545 -7.44453 -2.25980
C -8.88235 -8.35812 -3.34864
C -11.07866 -7.69047 -2.06049
N -9.42124 -6.01665 -2.65425
O -10.09639 -5.67297 -3.87517
H -7.66372 -3.05380 -2.42142
H -8.95545 -3.44176 -3.55014
H -9.21715 -3.50208 -1.76340
H -7.50647 -5.62099 -4.59988
H -6.31745 -4.76455 -3.70151
H -6.61573 -6.40820 -3.37212
H -6.61429 -4.97008 -0.99307
H -8.26657 -5.09332 -0.35464
H -6.88180 -7.49415 -1.46380
H -6.99308 -7.11818 0.23246
H -9.60782 -6.98907 -0.22416
H -8.94615 -8.59733 -0.42624
H -8.87316 -9.40070 -3.03076
H -7.83887 -8.05552 -3.43626
H -9.44517 -8.27710 -4.27857
H -11.67976 -7.48815 -2.94696
H -11.51463 -7.03121 -1.30989
H -11.26727 -8.72625 -1.77820
H -9.57749 -6.07058 -4.57820
C 4.90575 -7.35061 -5.48421
C 3.72428 -7.73010 -4.53068
C 2.42217 -7.46145 -5.30112
C 3.80354 -9.20770 -4.20554
C 2.84687 -9.68903 -3.13327
C 3.01816 -8.85164 -1.86518
C 2.99420 -7.29499 -2.07992
C 1.47386 -6.87898 -2.15637
C 3.62806 -6.70258 -0.77433
N 3.76347 -6.92102 -3.31404
O 3.86060 -5.54040 -3.44502
H 4.87311 -7.91255 -6.41763
H 4.85355 -6.30243 -5.77867
H 5.86972 -7.42653 -4.98114
H 1.60484 -7.68485 -4.61544
H 2.34399 -6.43043 -5.64605
H 2.34851 -8.06962 -6.20267
H 3.55636 -9.75598 -5.11459
H 4.82561 -9.41212 -3.88667
H 1.83743 -9.59098 -3.53265
H 3.06498 -10.74382 -2.96610
H 3.94630 -9.14226 -1.37304
H 2.20549 -9.06653 -1.17128
H 1.00705 -6.79499 -1.17498
H 0.93206 -7.59126 -2.77863
H 1.23222 -5.97021 -2.70760
H 3.32407 -5.68457 -0.53069
H 4.71754 -6.72367 -0.80046
H 3.36613 -7.28006 0.11225
H 4.80134 -5.35061 -3.42119
C -1.99807 11.76432 0.89365
C -1.59157 10.28504 0.67928
C -0.12052 9.97046 0.66204
O -2.27959 9.42639 1.57068
H -1.46994 12.50968 0.29899
H -1.78599 12.12136 1.90144
H -3.06175 11.95521 0.75140
H -1.95611 10.11824 -0.33432
H 0.04498 9.10603 0.01904
H 0.25150 9.77895 1.66854
H 0.46474 10.78621 0.23763
H -2.32072 8.56464 1.14960
C -7.01642 10.00148 6.45624
C -6.85139 8.54273 6.82755
C -8.11106 7.90447 7.40006
O -6.66189 7.86194 5.61274
H -7.31860 10.68813 7.24698
H -7.77167 10.07108 5.67338
H -6.08404 10.51209 6.21531
H -6.06383 8.27365 7.53143
H -8.09168 8.01519 8.48425
H -8.14585 6.82337 7.26543
H -9.04032 8.36874 7.06990
H -5.84575 8.13163 5.18518
C -0.11670 1.75558 2.44918
C -0.79128 1.90261 1.15975
C -1.33828 0.62746 0.51199
O -1.88418 2.84909 1.18805
H -0.89630 1.48161 3.16001
H 0.37519 2.68612 2.73248
H 0.65099 0.98505 2.37829
H 0.01276 2.25529 0.51381
H -1.98424 0.10754 1.21946
H -0.54887 0.02525 0.06223
H -1.92649 0.92577 -0.35583
H -2.61930 2.54114 1.72319
C -7.53346 1.25094 2.91179
C -7.29395 0.96399 4.38779
C -7.22177 -0.55483 4.61639
O -6.06295 1.43457 4.75516
H -7.67521 2.32721 2.81361
H -8.44536 0.78569 2.53750
H -6.78863 0.80281 2.25415
H -7.98683 1.46447 5.06421
H -8.25173 -0.87029 4.78300
H -6.68505 -0.89876 5.50055
H -6.83810 -1.11686 3.76490
H -6.25651 2.37466 4.77421
*
```

Record 2
This record from the OMol25 dataset describes a structure of composition C33H49Cl2F3GeN7O5SSi3Sr at a distorted geometry. The level of theory is the ωB97M-V functional and the def2-TZVPD basis.

Results
Energy relative to the best compared isomer or geometry (same formula, charge and spin): 2.261 eV
Gap between HOMO and LUMO (alpha / beta): 5.708 / 5.429 eV
Highest occupied orbital energy (alpha / beta): -2.07 / -2.07 eV
<S²>: 0.753

Structure (ORCA input):
```
! RIJCOSX wB97M-V def2-TZVPD def2/J DEFGRID3
* xyz -2 2
Sr 1.35337 -1.25992 0.45302
C 5.51146 -0.25851 -2.10527
N 4.96981 1.06562 -1.84854
C 5.21330 2.01394 -2.92215
C 3.70470 1.08342 -1.25216
N 2.93081 0.10375 -1.08221
N 3.33774 2.34720 -0.77598
C 2.19742 2.63091 -0.01392
N 2.29348 3.93296 0.51054
N 1.25442 1.81716 0.19946
H 6.58299 -0.16566 -2.28139
H 5.05254 -0.73314 -2.98260
H 5.35922 -0.90423 -1.24158
H 6.28759 2.09163 -3.09772
H 4.83654 3.00178 -2.66877
H 4.73055 1.70347 -3.85914
H 3.26403 -0.75914 -1.50078
H 4.11247 2.96492 -0.60207
H 2.64420 4.61462 -0.14751
H 1.42980 4.24111 0.93207
H 0.53521 2.23720 0.78392
O 3.73637 -5.64542 -3.25638
C 3.27059 -4.78974 -2.53309
C 1.94549 -4.07691 -2.70677
O 1.11021 -4.32176 -3.56228
C 1.90234 -3.00129 -1.70296
C 3.01152 -3.14982 -0.79444
O 3.24945 -2.45926 0.25999
C 3.93016 -4.17638 -1.31332
O 5.04063 -4.45734 -0.88641
O 1.03197 -2.05810 -1.70716
C -1.91132 -3.09605 -2.88409
Si -1.44817 -1.42499 -3.54045
C -2.92678 -0.93701 -4.62152
C 0.03662 -1.38586 -4.67804
Ge -1.22953 0.27450 -1.87155
Si -3.29495 0.76981 -0.82040
C -3.98025 -0.69235 0.11552
C -4.62686 1.32915 -2.03013
C -3.08230 2.22741 0.35321
Si -0.63272 2.26434 -3.02355
C 1.10916 2.10144 -3.70189
C -0.68295 3.82715 -1.97082
C -1.72432 2.68432 -4.49978
H -1.76749 -3.82948 -3.68134
H -2.96268 -3.08502 -2.58117
H -1.31601 -3.40405 -2.03124
H -3.02198 -1.71734 -5.38572
H -2.82324 0.02427 -5.12779
H -3.85834 -0.91669 -4.05367
H 0.11131 -2.34319 -5.19683
H 0.95995 -1.24148 -4.12332
H -0.07938 -0.58146 -5.41182
H -4.43114 -1.40739 -0.57742
H -4.76026 -0.35128 0.80594
H -3.21581 -1.23807 0.67140
H -4.88652 0.57098 -2.76793
H -4.35261 2.23590 -2.56961
H -5.51580 1.54306 -1.42491
H -2.17094 2.16611 0.94843
H -3.93135 2.27920 1.04318
H -3.05253 3.16758 -0.19930
H 1.78640 1.71268 -2.94225
H 1.47629 3.07481 -4.04640
H 1.13330 1.40089 -4.53847
H -0.22373 3.69854 -0.99101
H -1.71077 4.15681 -1.81334
H -0.15129 4.62011 -2.50798
H -1.74278 1.90023 -5.25701
H -1.29973 3.58853 -4.95187
H -2.75605 2.89199 -4.21578
Cl -1.62389 0.03486 2.87350
C -2.95334 0.86231 3.63393
Cl -2.56517 2.54326 4.14438
H -3.23840 0.31985 4.52983
H -3.78676 0.92648 2.94127
F 1.43533 4.90683 8.58449
C 0.44791 4.75856 7.65510
F -0.66496 4.43411 8.35527
F 0.23860 5.99657 7.14391
C 0.77968 3.75347 6.60536
C 0.47739 2.40921 6.79724
C 0.81089 1.47824 5.83511
C 1.45599 1.85021 4.64258
C 1.76219 3.21281 4.47779
C 1.42746 4.14648 5.43861
C 1.74023 0.89179 3.63601
C 1.80583 0.06583 2.72609
H -0.03260 2.09482 7.69885
H 0.56354 0.43412 5.97350
H 2.26527 3.51867 3.56912
H 1.66580 5.19120 5.28265
C -1.86823 -7.68350 2.61807
C -2.11191 -6.20596 2.76219
C -2.90806 -5.69100 3.77662
C -3.02258 -4.30888 3.79752
N -2.43433 -3.51131 2.92957
C -1.68116 -4.09815 1.96232
S -0.93927 -3.08302 0.77101
N -1.51309 -5.43344 1.87057
H -2.47896 -8.26697 3.30850
H -0.81649 -7.90406 2.80611
H -2.08064 -7.99278 1.59483
H -3.40412 -6.32133 4.50183
H -3.62495 -3.82048 4.56259
*
```

Record 3
This record from the OMol25 dataset describes an isolated molecule of CHOP at a distorted geometry. The level of theory is the ωB97M-V functional and the def2-TZVPD basis.

Results
Energy relative to the best compared isomer or geometry (same formula, charge and spin): 1.007 eV
Gap between HOMO and LUMO (alpha / beta): 6.521 / 9.199 eV
Highest occupied orbital energy (alpha / beta): -5.52 / -11.98 eV
<S²>: 2.007

Structure (ORCA input):
```
! RIJCOSX wB97M-V def2-TZVPD def2/J DEFGRID3
* xyz 0 3
C 0.23881 0.49813 0.17446
O -0.19179 1.52011 -0.02524
P 0.69210 -1.02823 0.02867
H -0.73912 -0.99001 -0.17789
*
```

Record 4
This record from the OMol25 dataset describes a structure of composition C23H23OP2Ti at a distorted geometry. The level of theory is the ωB97M-V functional and the def2-TZVPD basis.

Results
Energy relative to the best compared isomer or geometry (same formula, charge and spin): 5.483 eV
Gap between HOMO and LUMO (alpha / beta): 5.657 / 6.189 eV
Highest occupied orbital energy (alpha / beta): -6.19 / -6.81 eV
<S²>: 0.782

Structure (ORCA input):
```
! RIJCOSX wB97M-V def2-TZVPD def2/J DEFGRID3
* xyz 0 2
C -0.35291 -0.64926 -4.84200
C -0.57837 0.18547 -5.89814
C -0.36400 1.58106 -5.98435
C 0.19872 2.30286 -4.92438
C 0.54878 1.76664 -3.67579
Ti -0.03569 0.08286 -2.95506
P 0.16192 -2.39315 -2.23791
H -0.57987 -1.69170 -4.90212
H -0.95742 -0.29329 -6.81797
H -0.58056 2.08931 -6.92489
H 1.11167 2.32659 -2.96862
H 0.43608 3.37212 -5.11245
H 1.39977 -2.66950 -1.60515
H 0.16080 -3.29955 -3.16733
H -0.62231 -2.90476 -1.22108
O -0.00529 0.17416 -1.08219
P -0.01593 0.47303 0.54345
C -1.55547 -0.33423 0.76578
C -2.25196 -1.02864 -0.25906
C -3.53374 -1.44156 -0.08068
C -4.15483 -1.34855 1.16689
C -3.52786 -0.72576 2.22688
C -2.20398 -0.31652 2.01944
C 1.50127 -0.40225 0.85536
C 2.17390 -0.44152 2.11528
C 3.45986 -0.88426 2.20435
C 4.04001 -1.58618 1.16030
C 3.42091 -1.69053 -0.06787
C 2.18618 -1.06052 -0.15790
C 0.01228 1.29879 2.30418
C -1.13995 1.69508 2.97009
C -1.05163 2.02109 4.32678
C 0.17392 2.33153 4.91430
C 1.26835 2.36234 4.01064
C 1.17617 1.90427 2.72288
H -1.79715 -1.21091 -1.22545
H -4.09851 -1.86901 -0.90479
H -5.16406 -1.79481 1.33698
H -3.91926 -0.68267 3.20583
H -1.60281 -0.33897 2.94139
H 1.66325 -0.21613 3.03709
H 3.98065 -0.78604 3.14477
H 5.02916 -2.08347 1.31303
H 3.84514 -2.18567 -0.89550
H 1.74889 -1.11336 -1.19431
H -2.06303 1.86273 2.49598
H -1.97503 2.12613 4.90710
H 0.25886 2.63814 5.97672
H 2.20542 2.80277 4.37352
H 1.96962 2.04582 2.06601
*
```

Q: Which formula does entry 3 have?
A: CHOP

Q: Look up the energy relative to the best compared isomer or geometry (same formula, charge and spin) of the second one.
A: 2.261 eV

Q: Among the records above, which one has the highest energy relative to the best compared isomer or geometry (same formula, charge and spin)?
A: C66H146N6O10